## 1
A gas-phase ion, C6H12NO (charge +1). Source: the OMol25 dataset; level of theory: the ωB97M-V functional and the def2-TZVPD basis.

CARTESIAN COORDINATES (ANGSTROEM)
C (1.445, -1.966, -1.494)
O (0.908, -1.393, -0.360)
C (0.772, 0.047, -0.209)
C (1.718, 0.581, 0.753)
C (1.124, 0.955, 1.864)
C (-0.340, 0.749, 1.778)
N (-0.618, 0.093, 0.482)
C (-1.782, 0.701, -0.155)
H (0.918, -1.946, -2.401)
H (1.553, -3.018, -1.222)
H (2.409, -1.502, -1.721)
H (0.906, 0.560, -1.120)
H (2.792, 0.574, 0.479)
H (1.578, 1.420, 2.793)
H (-0.647, 0.049, 2.680)
H (-0.804, 1.635, 1.734)
H (-0.866, -0.855, 0.648)
H (-2.009, 1.664, -0.182)
H (-2.016, 0.116, -1.053)
H (-2.697, 0.405, 0.436)

## Properties
orbital gap: 11.363 eV
SMILES: CO[C@@H]1C=CC[N@H+]1C
charge: +1
HOMO level: -14.287 eV

Atomic partial charges in e from the natural (NBO) method, atoms 1 to 4: -0.2527 -0.5441 0.2329 -0.2338

## 2
A gas-phase ion, C6H12NO (charge +1). Source: the OMol25 dataset; level of theory: the ωB97M-V functional and the def2-TZVPD basis.

CARTESIAN COORDINATES (ANGSTROEM)
C (-3.762, 1.143, -0.071)
C (-2.506, 0.383, -0.249)
C (-1.640, -0.456, -0.340)
O (-0.555, -1.170, -0.460)
C (0.419, -1.155, 0.588)
N (1.406, 0.035, 0.326)
C (2.194, -0.188, -0.905)
C (0.716, 1.393, 0.377)
H (-3.959, 1.480, -1.103)
H (-4.569, 0.455, 0.416)
H (-3.763, 2.105, 0.537)
H (0.018, -0.909, 1.666)
H (1.142, -2.023, 0.427)
H (2.114, -0.061, 1.069)
H (1.555, -0.437, -1.715)
H (2.886, 0.591, -1.150)
H (2.797, -1.092, -0.871)
H (-0.098, 1.539, -0.417)
H (0.136, 1.371, 1.254)
H (1.437, 2.233, 0.099)

## Properties
orbital gap: 9.709 eV
SMILES: CC#COC[NH+](C)C
charge: +1
HOMO level: -12.958 eV

Atomic partial charges in e from the natural (NBO) method, atoms 1 to 4: -0.7003 -0.0569 0.2233 -0.4769

Name the least stable of them. 2.

## 1
A gas-phase ion, C6H12NO (charge +1). Source: the OMol25 dataset; level of theory: the ωB97M-V functional and the def2-TZVPD basis.

CARTESIAN COORDINATES (ANGSTROEM)
C (0.356, -1.215, -2.238)
C (0.956, -0.409, -1.396)
O (1.444, 0.864, -1.808)
C (1.279, -0.574, 0.061)
N (0.642, 0.590, 0.909)
C (-0.856, 0.419, 0.887)
C (-1.536, 1.149, -0.073)
C (-1.353, -0.230, 2.160)
H (0.384, -1.015, -3.335)
H (-0.041, -2.135, -1.869)
H (1.596, 0.948, -2.757)
H (0.973, -1.575, 0.433)
H (2.339, -0.599, 0.182)
H (1.084, 0.401, 1.811)
H (0.901, 1.491, 0.519)
H (-2.671, 1.157, -0.040)
H (-1.077, 1.734, -0.812)
H (-1.207, 0.597, 2.853)
H (-0.854, -1.142, 2.588)
H (-2.358, -0.456, 1.925)

## Properties
orbital gap: 10.188 eV
SMILES: C=C(O)C[NH2+]C(=C)C
charge: +1
HOMO level: -13.459 eV

Atomic partial charges in e from the natural (NBO) method, atoms 1 to 4: -0.4163 0.2562 -0.7421 -0.2681

## 2
2 unconnected molecules or ions with the total composition C6H12NO. Source: the OMol25 dataset; level of theory: the ωB97M-V functional and the def2-TZVPD basis.

CARTESIAN COORDINATES (ANGSTROEM)
O (-1.367, -0.822, -1.599)
C (-0.543, 0.034, -2.095)
C (0.163, 0.934, -1.269)
C (-0.260, 1.060, 0.234)
C (0.838, 0.553, 1.076)
C (1.735, 1.141, 1.907)
C (2.760, 0.669, 2.883)
N (-3.646, -2.670, -2.336)
H (-0.463, 0.131, -3.124)
H (1.020, 1.502, -1.625)
H (-0.521, 2.071, 0.492)
H (-1.101, 0.479, 0.269)
H (0.920, -0.610, 1.001)
H (1.604, 2.228, 2.113)
H (2.863, -0.306, 2.869)
H (3.700, 1.001, 2.447)
H (2.697, 1.015, 3.881)
H (-2.876, -2.035, -2.273)
H (-3.879, -3.005, -3.231)
H (-3.643, -3.370, -1.622)

## Properties
orbital gap: 3.403 eV
charge: +1
HOMO level: -12.060 eV

Atomic partial charges in e from the natural (NBO) method, atoms 1 to 4: -0.3371 0.2185 0.2692 -0.5098

Name the least stable of them. 2.

## 1
A molecular structure, ClH14O7. Source: the OMol25 dataset; level of theory: the ωB97M-V functional and the def2-TZVPD basis.

CARTESIAN COORDINATES (ANGSTROEM)
Cl (7.435, -16.077, 6.975)
O (4.629, -16.238, 7.563)
H (5.564, -16.240, 7.356)
H (4.594, -16.108, 8.511)
O (9.944, -15.919, 6.915)
H (9.011, -16.109, 7.014)
H (10.270, -16.609, 6.338)
O (7.900, -14.821, 4.581)
H (7.331, -15.279, 3.962)
H (7.762, -15.274, 5.413)
O (6.759, -18.322, 6.606)
H (7.075, -18.365, 5.703)
H (7.168, -17.535, 6.966)
O (5.447, -16.134, 5.103)
H (6.072, -16.134, 5.828)
H (4.654, -15.741, 5.469)
O (7.971, -16.826, 9.737)
H (8.894, -16.937, 9.963)
H (7.983, -16.417, 8.872)
O (8.879, -14.750, 8.686)
H (8.254, -15.138, 8.073)
H (9.655, -14.569, 8.155)

## Properties
orbital gap: 10.041 eV
charge: -1
HOMO level: -6.399 eV

Atomic partial charges in e from the natural (NBO) method, atoms 1 to 4: -0.4389 -0.9683 0.4560 0.4637

## 2
8 unconnected molecules or ions with the total composition ClH14O7. Source: the OMol25 dataset; level of theory: the ωB97M-V functional and the def2-TZVPD basis.

CARTESIAN COORDINATES (ANGSTROEM)
Cl (-13.049, -3.330, 16.152)
O (-14.737, -6.037, 15.449)
H (-14.247, -5.261, 15.787)
H (-14.737, -5.916, 14.495)
O (-13.482, -0.237, 15.050)
H (-12.638, -0.055, 14.625)
H (-13.505, -1.208, 15.123)
O (-14.477, -4.254, 19.093)
H (-14.090, -4.163, 18.205)
H (-15.411, -4.067, 18.965)
O (-13.274, -0.545, 18.217)
H (-13.382, -1.018, 17.369)
H (-12.377, -0.202, 18.179)
O (-15.701, -3.061, 14.055)
H (-16.429, -3.105, 14.682)
H (-14.906, -3.134, 14.610)
O (-10.141, -4.036, 17.398)
H (-10.348, -4.414, 18.258)
H (-10.998, -3.689, 17.076)
O (-11.588, -3.089, 13.210)
H (-12.438, -3.291, 12.807)
H (-11.781, -3.061, 14.165)

## Properties
orbital gap: 10.274 eV
charge: -1
HOMO level: -6.877 eV

Atomic partial charges in e from the natural (NBO) method, atoms 1 to 4: -0.9115 -0.9747 0.4935 0.4629

Name the least stable of them. 1.

## 1
C16H15N3O3 in the gas phase. Source: the OMol25 dataset; level of theory: the ωB97M-V functional and the def2-TZVPD basis.

CARTESIAN COORDINATES (ANGSTROEM)
O (-2.732, 0.207, -0.749)
C (-1.669, -0.046, -0.223)
N (-1.517, -1.243, 0.500)
C (-1.044, -1.401, 1.791)
C (-0.602, -0.330, 2.576)
C (-0.124, -0.541, 3.856)
C (-0.077, -1.813, 4.395)
C (-0.534, -2.873, 3.622)
N (-0.509, -4.209, 4.165)
O (-0.080, -4.352, 5.290)
O (-0.916, -5.111, 3.464)
C (-1.016, -2.684, 2.337)
N (-0.578, 0.758, -0.290)
C (0.788, 0.292, -0.180)
C (1.315, -0.056, -1.573)
C (1.124, 1.098, -2.518)
C (1.899, 1.203, -3.667)
C (1.724, 2.254, -4.546)
C (0.767, 3.220, -4.280)
C (-0.008, 3.123, -3.141)
C (0.159, 2.065, -2.256)
C (-0.698, 2.006, -1.018)
H (-2.210, -1.928, 0.224)
H (-0.656, 0.673, 2.182)
H (0.208, 0.302, 4.443)
H (0.291, -1.999, 5.391)
H (-1.366, -3.535, 1.773)
H (1.386, 1.102, 0.251)
H (0.853, -0.575, 0.475)
H (0.768, -0.925, -1.953)
H (2.371, -0.327, -1.515)
H (2.646, 0.448, -3.868)
H (2.333, 2.322, -5.435)
H (0.624, 4.045, -4.962)
H (-0.758, 3.872, -2.930)
H (-0.415, 2.829, -0.347)
H (-1.750, 2.129, -1.288)

## Properties
orbital gap: 8.405 eV
SMILES: O=C(Nc1cccc([N+](=O)[O-])c1)N1CCc2ccccc2C1
HOMO level: -8.994 eV

Atomic partial charges in e from the natural (NBO) method, atoms 1 to 4: -0.6244 0.7957 -0.6671 0.2516

## 2
C16H15N3O3 in the gas phase. Source: the OMol25 dataset; level of theory: the ωB97M-V functional and the def2-TZVPD basis.

CARTESIAN COORDINATES (ANGSTROEM)
C (-5.228, -0.934, 0.516)
C (-4.613, 0.297, -0.046)
O (-5.382, 1.133, -0.772)
C (-4.612, 2.172, -1.145)
C (-3.351, 2.030, -0.666)
C (-3.340, 0.795, 0.045)
C (-2.198, 0.263, 0.828)
O (-1.768, 0.841, 1.806)
N (-1.673, -0.921, 0.403)
C (-2.077, -1.633, -0.784)
C (-0.577, -1.495, 1.158)
C (0.731, -1.248, 0.489)
N (1.685, -0.474, 0.888)
C (2.627, -0.589, -0.101)
C (3.887, 0.123, -0.077)
C (4.165, 0.990, 0.978)
C (5.365, 1.675, 1.005)
C (6.289, 1.500, -0.013)
C (6.013, 0.637, -1.064)
C (4.817, -0.052, -1.100)
N (2.250, -1.404, -1.053)
O (1.017, -1.844, -0.682)
H (-5.407, -1.670, -0.268)
H (-6.186, -0.694, 0.974)
H (-4.570, -1.364, 1.265)
H (-5.074, 2.937, -1.737)
H (-2.522, 2.695, -0.792)
H (-1.199, -1.902, -1.374)
H (-2.726, -1.007, -1.391)
H (-2.611, -2.550, -0.517)
H (-0.550, -1.005, 2.134)
H (-0.738, -2.573, 1.267)
H (3.431, 1.114, 1.759)
H (5.582, 2.348, 1.821)
H (7.226, 2.036, 0.010)
H (6.735, 0.504, -1.856)
H (4.583, -0.727, -1.909)

## Properties
orbital gap: 9.357 eV
SMILES: Cc1occc1C(=O)N(C)Cc1nc(-c2ccccc2)no1
HOMO level: -8.766 eV

Atomic partial charges in e from the natural (NBO) method, atoms 1 to 4: -0.6587 0.3144 -0.3986 0.0864

Name the least stable of them. 1.